[1]
18
Properties=species:S:1:pos:R:3:nbo_charge:R:1 method="wB97M-V/def2-TZVPD" gap_ev=5.62 total_charge=+2 homo_ha=-0.61083 e_tot_ev=-34053.873
C -2.2404 1.5180 -0.6505 -0.72
C -1.9219 1.0214 0.8621 0.78
O -2.7691 1.0433 1.7697 -0.43
O -0.5775 0.4945 1.0849 -0.53
C -0.5581 -0.8945 0.7198 0.79
O -1.6246 -1.5148 0.5004 -0.46
C 0.9188 -1.5300 0.5888 -0.87
B 1.6535 -0.6829 -0.6402 0.85
O 2.9247 -0.0377 -0.3851 -0.69
C 2.8298 1.3682 -0.7004 0.47
N 2.6903 2.3516 -1.4042 -0.20
H -2.0250 2.6556 -0.6806 0.29
H -3.3379 1.3069 -0.9287 0.29
H -1.5615 0.9302 -1.3595 0.21
H 1.4755 -1.2554 1.5835 0.28
H 0.9254 -2.6566 0.3445 0.03
H 1.1517 -0.5917 -1.7143 -0.02
Ca 2.0462 -3.5260 1.0098 1.93

[2]
16
Properties=species:S:1:pos:R:3:nbo_charge:R:1 method="wB97M-V/def2-TZVPD" e_above_lowest_kcal_mol=72.6 gap_ev=7.78 total_charge=0 homo_ha=-0.29630 e_tot_ev=-13589.636
B 0.8926 -0.9255 -0.6984 1.16
C -1.7182 0.9479 1.2479 -0.35
C -0.6448 1.6690 1.8106 -0.31
C -1.2502 0.1259 0.2090 0.18
C -2.3518 -0.6582 -0.4580 0.39
C 0.6131 1.5164 1.5728 0.08
N 0.0573 -0.0336 -0.0334 -0.75
O -3.1123 -1.2534 0.3074 -0.51
O 0.3134 -1.6872 -1.6356 -0.90
O 2.1908 -1.2095 -0.1807 -0.87
H -2.6748 1.0790 1.5547 0.23
H -0.9150 2.2786 2.7694 0.28
H -2.3784 -0.7807 -1.6224 0.15
H 1.6418 1.8787 1.5975 0.24
H 0.7370 -2.2379 -2.2451 0.50
H 2.6037 -1.7011 -0.8691 0.47

[3]
13
Properties=species:S:1:pos:R:3:nbo_charge:R:1 method="wB97M-V/def2-TZVPD" e_above_lowest_kcal_mol=70.8 gap_ev=9.21 total_charge=0 homo_ha=-0.32822 e_tot_ev=-87842.415
C -1.7729 2.3685 0.4659 -0.52
C 0.4076 -1.1356 -0.3138 -0.31
C -1.6651 1.0740 0.1628 0.00
C 0.4057 0.1349 -0.2488 -0.08
C 1.7543 -1.7778 -0.2001 -0.63
Cl -2.8123 -0.1600 -0.2183 0.02
Br 1.6704 1.4168 -0.0498 0.14
H -2.8821 2.6568 0.5792 0.24
H -0.8704 2.9498 0.5583 0.25
H -0.4264 -1.7922 -0.3206 0.24
H 1.7732 -2.5316 0.5625 0.22
H 2.3644 -0.9327 0.1600 0.21
H 2.0536 -2.2707 -1.1374 0.22

[4]
13
Properties=species:S:1:pos:R:3:nbo_charge:R:1 method="wB97M-V/def2-TZVPD" e_above_lowest_kcal_mol=159.5 gap_ev="6.97 / 6.97" total_charge=0 homo_ha="-0.27340 / -0.27354" e_tot_ev=-78033.471
C -1.0355 0.2108 -0.3413 -0.32
C -2.3130 -2.8720 1.1957 0.17
C 1.4199 0.5023 0.1676 -0.39
C 1.1042 1.1575 -1.0856 -0.36
C 0.0535 1.0793 -0.0313 -0.41
F -1.7300 -4.0206 1.2942 -0.32
Br -1.0195 -1.6558 0.8864 0.31
H -2.1509 0.4393 -0.1167 0.18
H 1.4807 -0.5628 -0.0098 0.23
H 2.1126 0.9696 0.8068 0.23
H 1.3310 2.1974 -1.2140 0.22
H 1.0859 0.5302 -2.0500 0.24
H -0.3389 2.0248 0.4979 0.21

[5]
13
Properties=species:S:1:pos:R:3:nbo_charge:R:1 method="wB97M-V/def2-TZVPD" e_above_lowest_kcal_mol=103.8 gap_ev="7.19 / 7.77" total_charge=0 homo_ha="-0.29059 / -0.31232" e_tot_ev=-78035.888
C 1.5136 -2.4368 0.0203 -0.31
C 0.6382 -1.3975 -0.0297 -0.38
C 0.7533 -0.0337 0.1363 -0.14
C -1.1545 0.7467 -0.4745 0.51
C -1.3141 2.0565 0.1331 -0.78
F -2.0666 -0.1587 -0.1378 -0.35
Br 2.3020 0.9761 -0.0726 0.10
H 1.3562 -3.3995 -0.2383 0.19
H 2.5734 -2.2608 0.2707 0.19
H -0.3939 -1.5069 -0.2740 0.23
H -0.3671 2.5939 0.0474 0.25
H -1.7815 2.1263 1.0900 0.24
H -2.0590 2.6945 -0.4707 0.24

[6]
17
Properties=species:S:1:pos:R:3:nbo_charge:R:1 method="wB97M-V/def2-TZVPD" e_above_lowest_kcal_mol=0.0 gap_ev=9.43 total_charge=+1 homo_ha=-0.50150 e_tot_ev=-85780.365 smiles="O[C@@H]1[NH+]=CNC(C(F)F)=C1Br"
O -0.9035 -1.5432 -1.3530 -0.70
C -0.2769 -1.3773 -0.1208 0.20
N -1.1208 -0.4336 0.6073 -0.50
C -0.8909 0.8560 0.6465 0.39
N 0.2503 1.3602 0.2432 -0.51
C 1.2831 0.5462 -0.2246 0.06
C 2.4792 1.4810 -0.9083 0.58
F 2.0584 1.7898 -2.1339 -0.31
F 2.5592 2.6057 -0.1896 -0.32
C 1.1116 -0.7741 -0.3349 -0.13
Br 2.4342 -1.9637 -0.9299 0.18
H -0.5893 -2.3228 -1.8329 0.51
H -0.2273 -2.3193 0.4472 0.21
H -2.0384 -0.7793 0.8607 0.45
H -1.6446 1.5223 1.0494 0.25
H 0.4295 2.3609 0.2851 0.46
H 3.4453 0.9662 -0.9414 0.18

[7]
14
Properties=species:S:1:pos:R:3:nbo_charge:R:1 method="wB97M-V/def2-TZVPD" e_above_lowest_kcal_mol=59.6 gap_ev=8.96 total_charge=0 homo_ha=-0.31297 e_tot_ev=-78859.316
C 1.0989 0.0990 -0.7779 -0.42
C 0.5583 -0.6980 0.1573 -0.20
C -0.9064 -1.1842 0.0906 -0.29
C -1.8347 -0.2837 0.0318 -0.01
N -1.5567 1.0426 -0.0013 -0.54
C -0.5191 1.5353 0.4823 0.67
O 0.1482 2.5503 -0.0258 -0.67
Br -0.0471 1.2441 2.4638 -0.15
H 2.0998 0.3501 -0.5340 0.22
H 0.5037 0.2114 -1.6984 0.22
H 1.0715 -0.7782 1.1713 0.22
H -1.1400 -2.2072 -0.0298 0.22
H -2.8373 -0.5299 0.0014 0.20
H 0.5368 3.1773 0.6266 0.51

[8]
16
Properties=species:S:1:pos:R:3:nbo_charge:R:1 method="wB97M-V/def2-TZVPD" e_above_lowest_kcal_mol=70.5 gap_ev="7.31 / 7.54" total_charge=0 homo_ha="-0.25839 / -0.27648" e_tot_ev=-91740.698
C 0.7176 -2.0776 1.1648 0.12
C -0.7537 0.8024 -0.0789 0.82
C 0.8260 -2.7283 -0.2259 -0.60
C 1.4626 -0.3105 0.1617 -0.16
C -1.5464 3.0248 -0.5026 -0.29
N 1.1058 -0.8864 1.3019 -0.48
O -1.6709 0.0528 -0.1924 -0.58
O -0.4937 2.0186 -0.2382 -0.51
S 1.4021 -1.3768 -1.2947 0.25
Br 2.4748 1.2338 0.0917 0.14
H 0.3503 -2.7326 2.0599 0.20
H 1.5262 -3.4496 -0.0762 0.23
H -0.2025 -3.0464 -0.3940 0.24
H -2.5225 2.5153 -0.0614 0.22
H -1.5846 2.9478 -1.5313 0.19
H -1.0913 4.0127 -0.1843 0.22